C3H9N3O | wB97M-V/def2-TZVPD

Structure (XYZ):
```
16
Properties=species:S:1:pos:R:3
C 1.32 -1.18 0.62
C 1.05 -0.62 -0.58
C 0.76 0.77 -0.74
N -1.83 -0.14 -0.93
N -1.06 0.09 1.22
N -1.15 0.64 -0.01
O 1.30 1.63 0.18
H 1.42 -2.25 0.73
H 1.64 -0.58 1.45
H 0.80 -1.24 -1.43
H 0.58 1.16 -1.73
H -2.04 -1.08 -0.59
H -2.67 0.33 -1.23
H -0.52 -0.81 1.23
H -0.59 0.76 1.82
H 1.00 2.52 -0.01
```

Output
largest force on an atom = 2.42 eV/Å
energy above the lowest of the compared OMol25 structures with the same formula, charge and spin = 453.80 kJ/mol
Kohn-Sham gap = 8.19 eV
HOMO energy = -7.30 eV
LUMO level = 0.89 eV
molar mass = 103.12 g/mol

C4H7N4 | wB97M-V/def2-TZVPD

Structure (XYZ):
```
15
Properties=species:S:1:pos:R:3
H -2.72 1.81 0.92
N -3.10 1.13 0.33
C -2.34 0.20 0.10
C -2.26 -1.19 -0.19
C -1.09 -0.55 0.01
N 0.41 -0.94 0.09
C 1.34 -0.02 -0.12
N 2.60 -0.27 0.30
N 1.10 1.17 -0.64
H -2.88 -2.02 -0.36
H 0.57 -1.95 0.22
H 3.32 0.45 0.18
H 3.04 -1.11 0.81
H 1.86 1.85 -0.82
H 0.15 1.45 -0.83
```

Output
largest force on an atom = 4.41 eV/Å
net charge = +1
energy above the lowest of the compared OMol25 structures with the same formula, charge and spin = 281.79 kJ/mol
Kohn-Sham gap = 9.57 eV
HOMO energy = -12.92 eV
SMILES = [H]/N=c1/cc1[NH+]=C(N)N
LUMO level = -3.35 eV
molar mass = 111.13 g/mol

C30H57N2O6 | wB97M-V/def2-TZVPD

Structure (XYZ):
```
95
Properties=species:S:1:pos:R:3
C 3.53 2.53 2.23
C 2.58 2.06 1.11
C 1.20 2.50 1.42
C 0.19 1.67 1.88
C -1.06 2.24 2.18
N -1.37 3.50 2.05
N -0.39 4.28 1.60
C 0.82 3.84 1.31
H 3.17 2.19 3.19
H 3.62 3.61 2.25
H 4.52 2.11 2.10
H 2.91 2.48 0.16
H 2.62 0.97 1.08
H 0.36 0.61 2.01
H -1.84 1.61 2.55
H -0.60 5.26 1.51
H 1.54 4.56 0.95
C 0.87 4.69 -3.60
C 2.06 3.75 -3.46
C 2.95 4.51 -2.49
O 2.06 5.24 -1.62
C 0.74 5.23 -2.18
H -0.04 4.21 -3.94
H 1.10 5.51 -4.29
H 1.74 2.80 -3.03
H 2.56 3.53 -4.40
H 3.60 5.22 -3.00
H 3.56 3.84 -1.88
H 0.12 4.56 -1.57
H 0.32 6.23 -2.13
C 0.11 0.48 -6.64
C 1.29 -0.47 -6.48
C 2.19 0.30 -5.53
O 1.32 1.08 -4.69
C -0.01 1.07 -5.24
H -0.81 0.00 -6.98
H 0.36 1.27 -7.36
H 0.96 -1.40 -6.02
H 1.79 -0.71 -7.42
H 2.85 0.99 -6.07
H 2.79 -0.35 -4.90
H -0.64 0.45 -4.60
H -0.41 2.08 -5.24
C -4.16 -0.31 -2.46
C -3.94 -1.80 -2.27
C -2.85 -2.09 -3.29
O -2.06 -0.90 -3.37
C -2.74 0.17 -2.71
H -4.62 0.18 -1.60
H -4.79 -0.12 -3.33
H -3.58 -2.00 -1.26
H -4.84 -2.40 -2.44
H -3.27 -2.30 -4.28
H -2.20 -2.92 -3.00
H -2.22 0.38 -1.77
H -2.69 1.06 -3.34
C -5.00 -5.87 -0.12
C -6.34 -5.14 -0.09
C -6.15 -4.20 1.09
O -4.76 -3.88 1.14
C -4.04 -4.76 0.27
H -4.76 -6.31 -1.09
H -4.99 -6.66 0.63
H -6.47 -4.56 -1.01
H -7.20 -5.80 0.03
H -6.43 -4.68 2.04
H -6.72 -3.27 1.00
H -3.71 -4.18 -0.60
H -3.15 -5.14 0.79
C -3.24 -4.75 4.00
C -3.48 -4.20 5.40
C -2.19 -3.44 5.66
O -1.73 -2.97 4.39
C -2.48 -3.61 3.34
H -4.15 -5.00 3.46
H -2.61 -5.64 4.05
H -4.33 -3.51 5.39
H -3.68 -4.96 6.14
H -1.42 -4.10 6.09
H -2.33 -2.59 6.33
H -3.16 -2.88 2.91
H -1.78 -3.94 2.57
C 7.23 1.35 5.41
C 8.02 2.24 4.45
C 7.91 1.47 3.15
O 6.65 0.79 3.19
C 6.12 0.85 4.51
H 6.87 1.88 6.29
H 7.85 0.52 5.75
H 7.53 3.22 4.36
H 9.05 2.41 4.76
H 8.70 0.72 3.06
H 7.94 2.11 2.27
H 5.27 1.55 4.51
H 5.75 -0.14 4.80
```

Output
largest force on an atom = 1.44 eV/Å
net charge = +1
Kohn-Sham gap = 6.53 eV
HOMO energy = -11.01 eV
LUMO level = -4.48 eV
molar mass = 541.79 g/mol

C3H5NOS | wB97M-V/def2-TZVPD

Structure (XYZ):
```
11
Properties=species:S:1:pos:R:3
C -1.31 0.95 -0.10
C -0.99 -0.63 -0.18
O -2.00 -1.40 0.20
C 0.40 -1.10 -0.26
N 1.22 -0.17 -0.07
S 2.98 -0.47 0.01
H -0.79 1.36 0.82
H -1.19 1.74 -0.93
H -2.24 1.07 0.37
H 0.54 -2.20 -0.33
H 3.38 0.84 0.48
```

Output
largest force on an atom = 7.47 eV/Å
energy above the lowest of the compared OMol25 structures with the same formula, charge and spin = 296.39 kJ/mol
Kohn-Sham gap = 9.23 eV
HOMO energy = -9.79 eV
SMILES = CC(=O)/C=N/S
LUMO level = -0.56 eV
molar mass = 103.15 g/mol